# 1
Below is the molecule C3H3NOS in a non-equilibrium geometry, with properties calculated with ωB97M-V/def2-TZVPD.

```
9
Properties=species:S:1:pos:R:3
C 0.29246 -0.23960 -0.06890
C -2.17941 -1.58784 0.02276
C -0.29994 0.93335 0.08231
N -1.63876 0.96598 -0.05541
O -4.17032 0.41725 -0.05585
S -2.80440 -0.09825 0.11806
H 1.29820 -0.33698 0.07271
H -0.33904 -1.16062 -0.29228
H 0.27072 1.82475 0.41302
```

* relative energy (zero: lowest compared OMol25 entry of this formula, charge and spin): 187.5 kcal per mole
* total energy: -17523.8113 eV
* charge: 0
* highest occupied orbital energy (alpha / beta): -0.3511 / -0.3399 Ha
* LUMO (alpha / beta): -2.01 / -2.81 eV

Mulliken population analysis, charges in e, atoms 1 to 8: -0.735, -0.270, 0.405, -0.377, -0.524, 0.703, 0.282, 0.196

# 2
Below is a structure of composition H30KO19P in a non-equilibrium geometry, with properties calculated with ωB97M-V/def2-TZVPD.

```
51
Properties=species:S:1:pos:R:3
K 3.40340 1.14713 0.60841
P 0.28414 0.33583 -0.23404
O -0.06847 0.90629 1.18341
O -1.07167 0.10822 -1.00402
O 1.07256 -1.08261 -0.30561
O 1.11878 1.46159 -0.88324
O -2.17921 -2.14890 -0.05141
H -2.86605 -2.16088 -0.71799
H -1.60039 -1.43394 -0.31604
O -0.39244 1.72502 -3.04863
H 0.42849 1.88745 -2.58396
H -0.85095 1.08174 -2.50807
O -1.20973 -0.71236 3.88511
H -1.25076 0.13239 3.43683
H -1.63916 -0.55857 4.72664
O -0.67338 3.00166 2.44068
H 0.12522 3.52852 2.47060
H -0.46806 2.28876 1.83583
O 2.10631 -2.39073 -2.44191
H 1.93283 -1.65143 -1.85919
H 1.83290 -3.15976 -1.94184
O 0.97510 3.82533 0.13940
H 0.75737 4.32550 -0.64713
H 0.97016 2.91225 -0.14781
O 1.91050 1.10924 2.91634
H 1.91038 0.41266 3.57286
H 1.08475 0.99562 2.44575
O 0.30445 -2.11993 1.85491
H 0.61621 -1.61420 1.10438
H -0.04092 -1.46345 2.45987
O -2.45294 0.59312 1.87556
H -2.63382 -0.17014 1.32697
H -1.62527 0.93844 1.54093
O -0.67718 -1.80616 -2.92213
H 0.14839 -2.21568 -2.66339
H -0.84847 -1.15854 -2.23840
O 3.10684 1.26571 -2.71392
H 3.06286 2.20678 -2.88325
H 2.41457 1.10462 -2.07278
O -2.44257 2.30146 -0.34833
H -1.96630 2.79908 0.31634
H -1.88804 1.54079 -0.52180
O 0.37749 -3.69176 -0.41895
H -0.48275 -3.86163 -0.03508
H 0.52441 -2.75700 -0.27448
O 3.16715 -2.23149 0.66547
H 2.87365 -2.93716 1.24178
H 2.37092 -1.93463 0.22488
O -3.53030 -0.34435 -2.02844
H -3.28720 -0.15693 -2.93508
H -2.73377 -0.17293 -1.52605
```

* relative energy (zero: lowest compared OMol25 entry of this formula, charge and spin): 45.3 kcal per mole
* total energy: -65012.6543 eV
* charge: -2
* highest occupied orbital energy: -0.1296 Ha
* LUMO: 3.27 eV

Mulliken population analysis, charges in e, atoms 1 to 8: 1.036, -0.980, 0.362, -0.469, 0.003, -0.684, -0.694, 0.380

# 3
Below is a cluster of 2 separate species, C4H8NS in total in a non-equilibrium geometry, with properties calculated with ωB97M-V/def2-TZVPD.

```
14
Properties=species:S:1:pos:R:3
C 1.88796 -0.58113 0.54757
C 1.59491 0.65614 0.87967
C -1.87194 -0.03387 0.84475
C -0.73254 -0.06527 -1.63147
N 1.55691 0.27617 -0.56805
S -1.35433 0.99443 -0.55099
H 2.36200 -1.59778 0.56096
H 1.32475 1.52316 1.56375
H -2.06293 0.46325 1.78237
H -1.08921 -0.69042 1.18435
H -2.73869 -0.66502 0.55872
H -0.26803 0.35680 -2.52395
H -0.79300 -1.23342 -1.39953
H 2.18412 0.59697 -1.24813
```

* relative energy (zero: lowest compared OMol25 entry of this formula, charge and spin): 111.7 kcal per mole
* total energy: -16590.5617 eV
* charge: +1
* highest occupied orbital energy (alpha / beta): -0.4589 / -0.4589 Ha
* LUMO (alpha / beta): -5.33 / -5.32 eV

Mulliken population analysis, charges in e, atoms 1 to 8: 0.085, -0.356, -0.842, -0.237, -0.357, 0.197, 0.359, 0.324

# 4
Below is a cluster of 2 separate species, C3H5Cl in total in a non-equilibrium geometry, with properties calculated with ωB97M-V/def2-TZVPD.

```
9
Properties=species:S:1:pos:R:3
C -0.90472 0.25682 0.42541
C 1.64669 -0.87010 0.89240
C -1.18725 0.16205 -0.93037
Cl 2.42726 -0.01582 -0.44078
H -1.38257 1.04566 0.95838
H 2.34640 -0.72623 1.76951
H -1.78017 0.97683 -1.40215
H -1.12865 -0.67642 -1.55265
H -0.03699 -0.15280 0.28025
```

* relative energy (zero: lowest compared OMol25 entry of this formula, charge and spin): 146.6 kcal per mole
* total energy: -15707.4870 eV
* charge: 0
* highest occupied orbital energy (alpha / beta): -0.3272 / -0.3272 Ha
* LUMO (alpha / beta): -1.12 / -1.12 eV

Mulliken population analysis, charges in e, atoms 1 to 8: -0.031, -0.257, -0.551, -0.053, 0.294, 0.159, 0.213, 0.285

# 5
Below is a structure of composition C12H7F3N3O6S2 in a non-equilibrium geometry, with properties calculated with ωB97M-V/def2-TZVPD.

```
33
Properties=species:S:1:pos:R:3
F -1.34698 2.24330 6.13241
C -0.97122 1.19382 5.33626
F 0.32967 0.92339 5.59729
F -1.68583 0.07765 5.68992
S -1.28390 1.62005 3.51765
N -0.49497 0.00633 3.18409
C 0.80247 0.44886 2.66084
O 1.74149 0.84751 3.34147
C 0.63728 0.58365 1.19818
C -0.64619 0.29095 0.71614
C -1.04256 0.65963 -0.54534
C 0.07716 0.70236 -1.52781
C 1.30594 1.32644 -0.97354
C 1.56614 1.23464 0.36183
S -1.66041 -0.63555 1.88756
O -1.46912 -2.04905 2.01845
O -2.98732 -0.05172 1.88245
H -2.08260 0.63877 -0.87468
H -0.11848 0.92551 -2.59971
H 2.05613 1.71729 -1.65061
H 2.48920 1.58480 0.84070
C 0.39684 -0.81380 -1.52964
C -0.78522 -1.58420 -2.20351
O -1.68859 -2.16363 -1.62211
N -0.72256 -1.49479 -3.59906
C 0.27793 -0.94558 -4.44312
O 0.17824 -0.84630 -5.64634
N 1.41142 -0.55522 -3.73773
C 1.62844 -0.96136 -2.41947
O 2.72814 -1.29393 -2.02271
H 0.60673 -1.25218 -0.54851
H -1.48719 -1.91014 -4.10917
H 2.23992 -0.46749 -4.31218
```

* relative energy (zero: lowest compared OMol25 entry of this formula, charge and spin): 71.9 kcal per mole
* total energy: -59135.8696 eV
* charge: -1
* highest occupied orbital energy: -0.1388 Ha
* LUMO: 2.65 eV

Mulliken population analysis, charges in e, atoms 1 to 8: -0.250, 0.733, -0.190, -0.248, -0.055, -0.346, 0.120, -0.674

# 6
Below is a cluster of 8 separate species, C51H116N7O9 in total in a non-equilibrium geometry, with properties calculated with ωB97M-V/def2-TZVPD.

```
183
Properties=species:S:1:pos:R:3
C 0.49957 -0.90949 -1.12188
C -0.54588 -0.71628 -2.01119
C -1.77270 0.00252 -1.60272
O -2.81116 0.15312 -2.35986
C -1.99315 0.39830 -0.32012
C -0.91109 0.36273 0.63804
C 0.34999 -0.50236 0.28686
O 1.05256 -0.77385 1.21483
O -0.89149 0.87948 1.75484
O -0.23557 -1.14140 -3.20838
H 1.40482 -1.25495 -1.59893
H -2.83667 0.96149 0.05096
C -5.13506 -2.78109 -8.83370
C -5.91644 -1.50391 -9.22119
C -6.72532 -1.73443 -10.41472
O -7.08614 -0.47454 -11.09112
C -8.31027 -0.62444 -11.77440
N -6.83054 -0.96657 -8.04649
H -7.45745 -1.73582 -7.85849
H -6.31640 -0.74414 -7.20608
H -7.28877 -0.09684 -8.27822
H -5.90745 -3.48560 -8.52522
H -4.57054 -2.73976 -7.90219
H -4.50080 -3.13032 -9.64848
H -5.18892 -0.77115 -9.57031
H -7.59965 -2.34348 -10.18514
H -6.19818 -2.27887 -11.19817
H -8.14371 -1.39674 -12.52534
H -8.23419 0.39583 -12.15040
H -9.24689 -0.75014 -11.23125
C 4.90675 0.30266 6.95972
C 3.99682 -0.40512 7.84300
C 4.43355 -0.63610 9.30652
O 5.25038 -1.72607 9.33127
C 5.76607 -2.16724 10.61524
N 2.61588 0.34520 7.67064
H 2.32344 0.50180 6.71667
H 1.91387 -0.15174 8.20011
H 2.92981 1.26460 7.94678
H 5.79664 -0.31569 6.84203
H 5.23040 1.23781 7.41672
H 4.54771 0.45446 5.94180
H 3.74702 -1.41321 7.51215
H 3.59604 -0.71491 9.99968
H 4.90439 0.25719 9.71697
H 6.42963 -1.39172 10.99780
H 6.26977 -3.10854 10.39539
H 4.91399 -2.49944 11.20827
C -1.18071 6.76115 -0.20183
N 0.25936 7.37776 -0.22169
C 1.32442 6.30578 -0.71051
C 0.54229 8.59247 -1.16900
C 0.70099 7.68040 1.24936
C -0.24207 8.69774 1.97261
O -0.53149 9.77261 1.13799
H -1.38833 5.89518 0.42674
H -1.25341 6.38021 -1.22050
H -1.82844 7.63288 -0.10891
H 1.09434 6.05855 -1.74687
H 1.23261 5.54098 0.06070
H 2.27916 6.83168 -0.70988
H -0.26771 9.29025 -0.95664
H 0.45311 8.18661 -2.17668
H 1.49367 9.01847 -0.85038
H 1.70650 8.09501 1.17760
H 0.93609 6.71582 1.69925
H 0.33551 9.15183 2.77779
H -1.17564 8.28665 2.35672
H -1.42207 10.10440 1.27355
C -1.77697 -5.08277 3.71764
N -2.57252 -6.39627 3.52544
C -2.97555 -6.29760 1.96817
C -1.47264 -7.48321 3.74715
C -3.71546 -6.53745 4.49639
C -4.44823 -5.18797 4.90803
O -5.20622 -4.66775 3.83593
H -1.72875 -5.02543 4.80506
H -2.43797 -4.25138 3.47274
H -0.83794 -5.04934 3.16520
H -2.32229 -5.62397 1.41358
H -3.94412 -5.80149 1.90605
H -3.06355 -7.24737 1.44064
H -1.20665 -7.35174 4.79599
H -0.59422 -7.37274 3.11133
H -1.94107 -8.45601 3.59769
H -3.31820 -7.04252 5.37684
H -4.32217 -7.28516 3.98557
H -3.77536 -4.48849 5.40410
H -5.07483 -5.54617 5.72483
H -6.06206 -4.41095 4.18693
C 3.40678 -1.35900 -9.73697
N 3.50790 0.13624 -10.23799
C 4.98851 0.54104 -10.59028
C 2.66149 0.30038 -11.50888
C 2.95061 1.11091 -9.15866
C 3.82919 1.52676 -8.06446
O 4.39467 0.44387 -7.38451
H 2.39353 -1.42607 -9.34083
H 4.19637 -1.46244 -8.99270
H 3.40836 -2.16192 -10.47414
H 5.12860 -0.09736 -11.46259
H 5.68481 0.39744 -9.76406
H 5.13949 1.58474 -10.86594
H 2.88289 1.29742 -11.88966
H 1.62279 0.08582 -11.25758
H 2.99630 -0.42200 -12.25331
H 1.98741 0.80596 -8.74957
H 2.60979 2.02098 -9.65232
H 3.34177 2.15279 -7.31706
H 4.48063 2.29315 -8.48444
H 3.66675 0.06478 -6.88648
C -8.85897 5.23048 1.17631
C -7.76015 4.55014 1.93443
C -8.05264 4.54351 3.50831
C -6.75537 4.40673 4.38681
N -6.86125 4.51284 5.94456
C -7.79335 3.40841 6.48729
C -7.08324 2.74518 7.67013
C -5.62681 2.72184 7.09077
C -5.44500 4.14472 6.56967
C -7.25709 6.00823 6.35270
C -6.29457 7.08951 5.98499
C -6.59000 8.29664 6.76974
H -9.81563 4.78531 1.44968
H -8.80323 5.13671 0.09178
H -8.96549 6.30894 1.29329
H -6.80617 4.96803 1.61289
H -7.67856 3.47877 1.75108
H -8.94647 3.99473 3.80497
H -8.39343 5.56398 3.68324
H -6.01063 5.08958 3.97795
H -6.42113 3.37290 4.29974
H -8.71271 3.89493 6.81315
H -7.94262 2.63824 5.73055
H -7.20007 3.47169 8.47427
H -7.64216 1.85909 7.97105
H -5.00728 2.35526 7.90925
H -5.58403 1.98199 6.29147
H -5.41610 4.67483 7.52165
H -4.63179 4.30955 5.86284
H -7.46363 5.91918 7.41924
H -8.25292 6.11544 5.92267
H -6.24717 7.35314 4.92842
H -5.33309 6.69105 6.30883
H -6.32325 8.27986 7.82646
H -7.65031 8.54821 6.74625
H -6.06136 9.12849 6.30427
C 9.48792 -1.20478 0.14490
C 8.21153 -1.85766 -0.41968
C 8.15819 -3.41511 -0.24879
C 7.71278 -4.18207 -1.46552
N 7.43584 -5.68017 -1.27611
C 7.04809 -6.28974 -2.65839
C 5.51012 -6.33227 -2.57294
C 5.16136 -6.72048 -1.15977
C 6.19592 -5.88512 -0.31907
C 8.65887 -6.51353 -0.68437
C 9.90732 -6.60754 -1.53486
C 11.18385 -6.87015 -0.74537
H 9.57236 -1.49137 1.19315
H 9.52416 -0.11827 0.06562
H 10.31794 -1.57150 -0.45899
H 8.27642 -1.52603 -1.45597
H 7.31936 -1.45082 0.05636
H 7.52979 -3.58194 0.62606
H 9.16577 -3.77166 -0.03490
H 8.54351 -4.10592 -2.16708
H 6.82979 -3.76219 -1.94731
H 7.18252 -7.37134 -2.64491
H 7.54041 -5.79686 -3.49671
H 5.09962 -7.02422 -3.30833
H 5.09401 -5.35881 -2.83243
H 5.26709 -7.80180 -1.07218
H 4.14268 -6.33858 -1.09236
H 6.46628 -6.32318 0.64172
H 5.81858 -4.86926 -0.20191
H 8.24732 -7.51872 -0.59309
H 8.82368 -6.04843 0.28754
H 10.08473 -5.70830 -2.12477
H 9.85864 -7.45379 -2.22013
H 11.24244 -6.10700 0.03069
H 12.12185 -6.88183 -1.30046
H 11.17228 -7.77342 -0.13539
```

* total energy: -83570.8119 eV
* charge: +5
* highest occupied orbital energy: -0.3759 Ha
* LUMO: -7.31 eV

Mulliken population analysis, charges in e, atoms 1 to 8: -0.614, 0.382, 0.414, -0.785, -0.776, 0.640, 0.378, -0.727